[1]
Density functional theory data (ωB97M-V/def2-TZVPD) for an isolated molecule of C4H7NO3S2 in a non-equilibrium geometry.

LUMO energy   0.7 eV
Energy relative to the best compared isomer or geometry (same formula, charge and spin)   149.1 kJ/mol
SMILES string   CS(=O)(=O)O[C@@H]1CSC=N1
E_tot   -33562.337 eV

Element x y z (Å)
C (1.469, 1.942, -0.297)
S (1.304, 0.265, -0.626)
O (2.573, -0.139, -1.160)
O (0.127, 0.148, -1.449)
O (1.002, -0.530, 0.722)
C (-0.271, -0.788, 1.049)
C (-0.881, -1.932, 0.201)
S (-2.100, -1.261, -0.921)
C (-2.007, 0.263, -0.068)
N (-1.207, 0.336, 0.865)
H (0.744, 2.135, 0.545)
H (2.453, 2.436, -0.015)
H (1.161, 2.577, -1.130)
H (-0.267, -1.170, 2.194)
H (-0.149, -2.553, -0.366)
H (-1.272, -2.775, 0.765)
H (-2.681, 1.045, -0.311)

Löwdin population analysis, charges in e, atoms 1 to 8: -0.1525 0.6045 -0.2597 -0.3439 -0.1640 -0.4577 -0.4100 0.9392

=====

[2]
Density functional theory data (ωB97M-V/def2-TZVPD) for a cluster of 9 separate species, C25H70N6O12 in total in a non-equilibrium geometry.

LUMO energy   -6.6 eV
Total charge   +4
E_tot   -60532.812 eV

Element x y z (Å)
C (11.217, 13.142, 13.612)
C (9.866, 13.669, 13.298)
O (9.461, 13.774, 12.139)
N (9.019, 14.027, 14.335)
H (10.338, 13.797, 10.903)
H (9.249, 13.871, 15.300)
C (7.708, 14.663, 14.049)
H (11.481, 12.447, 12.853)
H (11.171, 12.598, 14.529)
H (11.982, 14.004, 13.580)
H (7.784, 15.577, 13.508)
H (7.281, 14.783, 15.031)
H (7.052, 14.010, 13.463)
C (14.295, 13.687, 4.459)
C (13.195, 12.747, 4.918)
C (13.488, 11.322, 4.503)
O (12.636, 10.453, 5.198)
C (12.761, 9.064, 4.768)
N (13.102, 12.740, 6.450)
H (12.787, 11.764, 6.701)
H (14.007, 12.892, 6.859)
H (12.412, 13.394, 6.817)
H (14.559, 13.718, 3.432)
H (15.195, 13.464, 5.042)
H (14.115, 14.743, 4.654)
H (12.299, 13.090, 4.468)
H (14.520, 11.009, 4.776)
H (13.386, 11.264, 3.417)
H (13.850, 8.759, 4.584)
H (12.142, 8.867, 3.846)
H (12.444, 8.476, 5.594)
C (19.761, 16.018, 15.014)
C (19.089, 16.296, 13.711)
C (18.144, 19.522, 13.413)
O (18.353, 18.983, 14.646)
C (17.392, 19.199, 15.706)
N (19.854, 16.107, 12.612)
H (16.772, 22.978, 10.303)
H (20.797, 15.817, 12.683)
H (19.482, 16.530, 11.715)
H (20.449, 16.912, 15.191)
H (20.428, 15.078, 15.070)
H (19.071, 16.036, 15.885)
H (18.140, 16.812, 13.685)
H (17.100, 19.786, 13.308)
H (19.054, 19.275, 12.864)
H (17.263, 18.240, 16.107)
H (16.442, 19.532, 15.226)
H (17.815, 19.853, 16.432)
C (3.930, 16.936, 9.198)
C (4.674, 17.682, 10.390)
C (4.354, 17.249, 11.773)
O (5.464, 17.663, 12.543)
C (5.228, 17.890, 13.976)
N (6.132, 17.318, 10.251)
H (6.200, 16.289, 10.068)
H (6.609, 17.770, 9.501)
H (6.570, 17.611, 11.122)
H (4.418, 17.027, 8.262)
H (2.981, 17.420, 9.051)
H (3.846, 15.910, 9.532)
H (4.609, 18.763, 10.305)
H (4.156, 16.155, 11.831)
H (3.468, 17.806, 12.073)
H (5.075, 18.954, 14.178)
H (6.088, 17.492, 14.498)
H (4.367, 17.324, 14.284)
C (21.153, 24.601, 9.349)
C (20.594, 26.003, 9.054)
C (19.524, 26.064, 7.933)
O (19.480, 24.768, 7.331)
C (18.768, 24.694, 6.082)
N (19.833, 26.513, 10.337)
H (20.294, 26.599, 11.246)
H (19.535, 27.449, 10.061)
H (18.991, 25.969, 10.433)
H (20.391, 23.928, 9.784)
H (22.010, 24.621, 9.998)
H (21.415, 24.123, 8.417)
H (21.468, 26.663, 8.855)
H (19.813, 26.885, 7.235)
H (18.514, 26.366, 8.318)
H (18.958, 23.685, 5.744)
H (19.191, 25.332, 5.351)
H (17.707, 24.878, 6.242)
C (18.446, 7.354, 16.339)
C (19.960, 7.210, 16.091)
C (20.378, 6.297, 14.933)
O (21.806, 6.545, 14.779)
C (22.508, 5.285, 14.737)
N (20.645, 8.551, 15.859)
H (20.944, 9.072, 16.708)
H (21.491, 8.252, 15.360)
H (20.090, 9.217, 15.280)
H (17.825, 7.237, 15.398)
H (18.154, 8.221, 16.950)
H (18.206, 6.480, 16.911)
H (20.325, 6.819, 17.068)
H (19.836, 6.514, 13.997)
H (20.187, 5.266, 15.277)
H (22.318, 4.693, 15.618)
H (23.536, 5.598, 14.661)
H (22.169, 4.608, 13.952)
O (11.118, 15.895, 9.933)
C (11.295, 14.661, 9.360)
O (11.959, 14.614, 8.334)
O (10.752, 13.671, 9.998)
H (11.459, 16.502, 9.208)
O (18.816, 22.923, 12.495)
C (17.950, 23.533, 11.660)
O (17.109, 22.618, 11.101)
O (17.867, 24.691, 11.325)
H (19.120, 23.667, 13.046)

Löwdin population analysis, charges in e, atoms 1 to 8: 0.0192 -0.4781 0.0284 0.0397 0.0510 0.1366 -0.0519 0.0759

=====

[3]
Density functional theory data (ωB97M-V/def2-TZVPD) for a cluster of 2 separate species, C2H9N2O in total in a non-equilibrium geometry.

LUMO energy   -3.4 eV
Energy relative to the best compared isomer or geometry (same formula, charge and spin)   245.2 kJ/mol
Total charge   +1
E_tot   -7239.814 eV

Element x y z (Å)
C (1.196, 1.250, 0.466)
C (0.043, 0.591, 0.163)
N (0.207, -0.750, -0.463)
N (1.390, 1.875, 1.665)
H (2.083, 1.117, -0.153)
H (-0.977, 0.935, 0.236)
H (1.020, -0.694, -1.097)
H (-0.595, -1.274, -0.857)
H (0.618, -1.391, 0.222)
H (2.285, 1.922, 2.125)
H (0.633, 2.070, 2.298)
H (-3.079, -1.252, -1.628)
H (-2.568, -2.653, -1.431)
O (-2.256, -1.746, -1.547)

Löwdin population analysis, charges in e, atoms 1 to 8: -0.1547 -0.1085 0.1577 0.0943 0.1316 0.1121 0.1667 0.1072

=====

[4]
Density functional theory data (ωB97M-V/def2-TZVPD) for a cluster of 2 separate species, CH3BrO2 in total in a non-equilibrium geometry.

LUMO energy (spin up / spin down)   -0.6 / -0.3 eV
Energy relative to the best compared isomer or geometry (same formula, charge and spin)   581.2 kJ/mol
E_tot   -75216.868 eV

Element x y z (Å)
C (-1.185, 0.219, -0.273)
O (1.744, -0.429, -0.045)
O (0.703, -1.293, 0.113)
Br (-0.080, 1.617, 0.127)
H (-1.213, -0.028, -1.236)
H (-1.882, -0.146, 0.491)
H (1.914, 0.060, 0.823)

Computed Löwdin charges, given in elementary charges: -0.4535 -0.2095 -0.1714 0.7709 -0.0495 0.0294 0.0836